A cluster of 3 separate species, C5H13NO in total. Source: OMol25; level of theory: ωB97M-V with the def2-TZVPD basis set.

Each line ends with the Löwdin spin population.
CARTESIAN COORDINATES (ANGSTROEM)
O 2.18 -0.60 -1.39  0.002
N 2.75 0.12 1.20  0.000
C -2.17 -0.57 1.17  0.393
C -1.88 0.38 -1.12  0.391
C -0.86 -0.59 -1.61  0.056
C -2.43 0.32 0.15  0.056
C 1.61 1.03 1.27  0.002
H 2.78 -0.24 0.21  0.000
H 1.94 2.07 1.29  0.000
H -3.18 1.08 0.37  -0.008
H -0.24 -0.94 -0.79  0.004
H 0.97 0.85 2.14  0.001
H -1.46 -1.38 1.04  0.025
H -0.14 -0.16 -2.30  0.005
H -2.72 -0.50 2.09  0.029
H -2.28 1.15 -1.78  0.022
H 2.91 -0.78 -2.00  0.000
H -1.33 -1.46 -2.08  0.021
H 2.59 -0.69 1.78  0.000
H 0.97 0.91 0.39  0.000

Output
* lowest unoccupied orbital energy (spin up / spin down): 3.80 / 2.97 eV
* spin multiplicity: 2
* ⟨S²⟩: 0.7808
* net charge: -1

---

A structure of composition C19H30IN2OS2SiW. Source: OMol25; level of theory: ωB97M-V with the def2-TZVPD basis set.

Each line ends with the Löwdin spin population.
CARTESIAN COORDINATES (ANGSTROEM)
W 0.62 0.63 -0.67  1.708
I 1.43 2.67 -2.51  0.005
S -1.02 0.82 0.91  0.013
S 1.71 -0.97 1.80  0.017
Si -4.78 1.12 0.72  -0.001
O 1.54 -0.83 0.20  0.079
N 1.77 -0.16 -2.41  0.017
N -1.23 0.48 -1.60  0.014
C 4.31 1.18 0.70  0.002
C 2.09 0.82 -3.26  0.023
C 2.11 -1.42 -2.72  0.014
C -3.45 0.79 -0.66  -0.002
C -3.05 0.42 -3.07  0.001
C 2.30 0.68 2.28  0.010
C 2.76 0.63 -4.44  0.000
C 3.24 -2.50 3.43  0.000
C -3.90 0.64 -1.99  0.007
C -5.45 2.80 0.29  0.000
C 3.11 -0.68 -4.76  0.019
C 2.90 1.52 1.15  0.012
C -2.08 0.69 -0.56  0.049
C 2.79 -1.71 -3.89  -0.002
C 3.15 -2.03 1.97  -0.001
C -1.69 0.35 -2.85  -0.005
C 2.16 -3.50 3.82  0.000
C -3.96 1.09 2.40  0.000
C -6.00 -0.26 0.52  -0.001
H 1.15 -3.09 3.72  0.000
H 4.37 0.18 0.27  0.000
H 4.64 1.89 -0.06  0.000
H 2.28 -3.79 4.86  0.000
H 3.25 -1.63 4.10  0.000
H 4.23 -2.94 3.53  0.000
H -3.47 0.15 2.62  0.000
H 2.23 -4.40 3.21  0.000
H 2.95 -2.87 1.29  0.000
H -0.97 0.18 -3.63  0.000
H -3.27 1.92 2.57  0.000
H 1.44 1.17 2.73  0.001
H 2.78 2.57 1.41  0.000
H -6.25 3.07 0.99  0.000
H 2.26 1.44 0.22  0.019
H -3.44 0.31 -4.08  0.000
H 3.64 -0.89 -5.68  0.001
H 3.04 0.51 3.07  0.001
H 5.00 1.25 1.53  0.000
H -4.70 3.59 0.36  0.000
H -5.89 2.84 -0.71  0.000
H -6.81 -0.15 1.26  0.000
H 4.03 -1.49 1.63  0.000
H -4.97 0.69 -2.19  0.001
H 3.05 -2.73 -4.12  0.000
H 3.01 1.46 -5.10  -0.001
H -4.76 1.21 3.14  0.000
H -5.56 -1.25 0.69  0.000
H 1.83 -2.19 -2.01  0.001
H -6.50 -0.28 -0.45  0.000

Output
* lowest unoccupied orbital energy (spin up / spin down): -11.27 / -10.77 eV
* spin multiplicity: 3
* ⟨S²⟩: 2.0233
* net charge: +3

---

A cluster of 2 separate species, C21H44FN5O2PS in total. Source: OMol25; level of theory: ωB97M-V with the def2-TZVPD basis set.

Each line ends with the Mulliken charge.
CARTESIAN COORDINATES (ANGSTROEM)
S 2.75 -1.57 -0.22  -0.250
P 1.98 -1.12 2.63  0.103
F -2.51 -2.28 -1.43  -0.454
O 2.49 -0.92 -4.35  -0.600
O -5.68 2.09 -1.61  -0.566
N -1.54 -0.83 0.16  0.872
N 1.78 0.99 -0.20  0.048
N 0.66 -3.51 0.90  -0.946
N 0.28 -2.20 0.64  0.854
N -1.61 -2.34 1.98  0.303
C -0.04 -0.60 -1.92  -0.442
C 0.00 1.06 1.61  -1.928
C 0.56 2.97 -1.17  -1.617
C 0.77 1.92 2.61  1.365
C -0.49 -0.06 -0.55  -0.907
C -0.69 0.06 -3.16  -1.128
C 1.69 3.03 2.10  -1.651
C -1.01 -1.82 0.94  -1.190
C 0.30 0.20 -4.32  -0.675
C 2.70 -2.78 2.99  -1.289
C 0.68 0.30 0.43  0.426
C 2.80 2.11 -2.01  -1.445
C -3.97 -2.80 2.28  -0.457
C 1.09 -1.08 -4.62  -0.508
C 3.46 -0.03 2.52  -1.148
C 1.65 1.94 -1.04  1.066
C -2.72 -1.19 -0.58  1.632
C -3.41 -0.04 -1.30  -1.548
C -0.31 2.63 3.46  -1.796
C 1.27 -1.14 0.88  1.061
C -2.93 -1.94 2.42  -0.411
H 1.03 -0.44 -2.05  -0.229
H -1.47 -0.62 -3.49  0.384
H 0.12 -4.16 0.33  0.226
H 0.89 3.85 -0.62  0.342
H 0.61 -3.82 1.87  0.158
H -0.45 2.67 -0.90  0.226
H 4.36 -0.62 2.72  0.492
H -0.95 0.91 -0.76  0.014
H -3.47 -1.57 0.10  -0.318
H -6.26 2.42 -0.91  0.288
H 3.41 0.72 3.30  0.334
H -0.79 1.69 1.18  0.858
H -3.34 -0.18 -2.38  0.299
H 0.51 3.30 -2.21  0.571
H 1.09 3.81 1.63  0.267
H -3.89 -3.80 2.69  0.274
H -0.30 0.42 -5.21  0.546
H 2.47 2.62 -2.91  0.446
H -0.55 0.33 2.22  0.092
H 0.94 1.06 -4.17  0.183
H 2.90 -3.34 2.08  0.463
H 3.23 1.14 -2.19  0.264
H 2.51 2.71 1.47  0.301
H -0.89 3.28 2.80  0.397
H -3.05 0.93 -0.98  0.281
H -4.87 -2.50 1.74  0.258
H 2.14 3.51 2.98  0.499
H 2.61 -1.07 -3.40  0.359
H -5.92 2.60 -2.39  0.288
H 3.57 2.75 -1.56  0.320
H -1.20 0.99 -2.90  0.422
H -0.99 1.90 3.91  0.389
H -4.48 -0.06 -1.09  0.541
H -1.13 -3.04 2.54  0.247
H 0.68 -1.97 -4.14  0.249
H 2.26 -2.64 -0.88  0.150
H 3.66 -2.63 3.47  0.435
H -3.02 -0.96 2.89  0.326
H 2.08 -3.35 3.68  0.333
H 3.58 0.44 1.54  0.268
H 1.04 -1.26 -5.69  0.451
H 0.14 3.26 4.22  0.457
H 1.32 1.35 3.36  0.140
H -0.15 -1.68 -1.98  0.937

Output
* lowest unoccupied orbital energy: -3.63 eV
* net charge: +1

---

The molecule C4H13N3. Source: OMol25; level of theory: ωB97M-V with the def2-TZVPD basis set.

Each line ends with the Mulliken charge.
CARTESIAN COORDINATES (ANGSTROEM)
N -0.15 0.18 -1.29  -0.258
N -1.21 2.18 -0.58  -0.558
N 0.05 -0.66 2.16  -0.618
C 1.01 -0.25 -0.63  -0.607
C 0.77 -1.64 0.00  -0.647
C -0.31 -1.66 1.06  -0.500
C -0.24 1.53 -1.47  -0.483
H -1.00 -0.19 -0.70  0.246
H 1.52 0.48 0.14  0.354
H -0.40 -0.81 3.13  0.267
H 1.85 -0.36 -1.37  0.277
H -0.93 2.10 0.32  0.139
H -0.45 1.90 -2.48  0.329
H 0.69 2.06 -1.18  0.339
H -1.33 -1.33 0.72  0.302
H -1.41 3.13 -0.87  0.232
H -0.51 0.28 2.00  0.182
H 1.75 -1.91 0.43  0.335
H -0.38 -2.67 1.44  0.356
H 0.68 -2.35 -0.82  0.314

Output
* lowest unoccupied orbital energy: 1.03 eV
* structure (SMILES): NCCCNCN

---

Results for relative energy (zero: lowest compared OMol25 entry of this formula, charge and spin): 34.1, 8.7, 0.0, 48.0 (in kcal per mole, following the order of the records).